ORCA calculation (the ωB97M-V functional and the def2-TZVPD basis) on an isolated molecule of C3H5N3O.

The geometry in XYZ format:
```
12
C3H5N3O | the OMol25 dataset | the ωB97M-V functional and the def2-TZVPD basis
N 0.1377 1.7434 -0.1906
C 0.4314 0.3663 -0.0422
C 1.6045 -0.3125 0.0131
O 1.3880 -1.6264 0.1453
N 0.0247 -1.8576 0.1889
C -0.5423 -0.6820 0.0824
N -1.9228 -0.5249 0.1784
H 0.1494 2.2279 0.7021
H 0.7903 2.2075 -0.8114
H 2.6414 -0.0037 -0.0136
H -2.3350 -0.1316 -0.6608
H -2.3672 -1.4063 0.4083
```

Output
relative energy (zero: lowest compared OMol25 entry of this formula, charge and spin) = 212.99 kJ/mol
charge = 0
E_LUMO = 0.875 eV
HOMO-LUMO gap = 0.371 hartree
SMILES string = Nc1conc1N
spin multiplicity = 1
DFT total energy = -9708.3763 eV


ORCA calculation (the ωB97M-V functional and the def2-TZVPD basis) on an isolated molecule of C3H5N3O.

The geometry in XYZ format:
```
12
C3H5N3O | the OMol25 dataset | the ωB97M-V functional and the def2-TZVPD basis
N 0.2409 1.6387 -0.1998
C 0.6570 0.3134 0.0318
C 1.7295 -0.4458 -0.3235
O 1.4427 -1.7318 -0.1209
N 0.1220 -1.8874 0.2962
C -0.3229 -0.6551 0.3934
N -1.6062 -0.1635 0.5358
H -0.8398 1.5046 -0.8037
H -0.2193 1.9400 0.6561
H 2.7402 -0.2396 -0.6544
H -1.6667 0.6587 -0.2843
H -2.2772 -0.9321 0.4734
```

Output
relative energy (zero: lowest compared OMol25 entry of this formula, charge and spin) = 400.38 kJ/mol
charge = 0
E_LUMO = 0.230 eV
HOMO-LUMO gap = 0.359 hartree
SMILES string = Nc1conc1N
spin multiplicity = 1
DFT total energy = -9706.4342 eV


ORCA calculation (the ωB97M-V functional and the def2-TZVPD basis) on an isolated molecule of C3H5N3O.

The geometry in XYZ format:
```
12
C3H5N3O | the OMol25 dataset | the ωB97M-V functional and the def2-TZVPD basis
C -2.2164 -0.2659 0.0677
C -0.8747 0.2315 0.0603
C 1.3245 0.1616 -0.0513
H -2.6288 -0.6467 1.0436
H -2.8857 0.5247 -0.2817
H -2.2397 -1.1696 -0.6204
H 2.9253 -1.0907 -0.5130
H 3.2829 0.3857 0.2009
N -0.4444 1.4696 0.0160
N 0.9671 1.4241 -0.0416
N 2.6077 -0.3366 0.1995
O 0.1821 -0.6877 -0.0800
```

Output
relative energy (zero: lowest compared OMol25 entry of this formula, charge and spin) = 160.67 kJ/mol
charge = 0
E_LUMO = 0.745 eV
HOMO-LUMO gap = 0.362 hartree
SMILES string = Cc1nnc(N)o1
spin multiplicity = 1
DFT total energy = -9708.9186 eV


ORCA calculation (the ωB97M-V functional and the def2-TZVPD basis) on an isolated molecule of C3H5N3O.

The geometry in XYZ format:
```
12
C3H5N3O | the OMol25 dataset | the ωB97M-V functional and the def2-TZVPD basis
C -1.5789 -0.6824 0.4859
C -0.1732 -0.5202 0.0104
C 0.7851 0.4380 -0.1616
N 0.9268 1.7956 0.1339
N 1.8899 -0.2035 -0.6782
N 1.6629 -1.4348 -0.8152
O 0.3840 -1.6834 -0.4080
H -2.0274 0.2453 0.8455
H -1.5993 -1.4153 1.3002
H -2.2034 -1.0844 -0.3208
H 0.1519 2.3983 -0.1043
H 1.7775 2.1313 -0.3062
```

Output
relative energy (zero: lowest compared OMol25 entry of this formula, charge and spin) = 237.08 kJ/mol
charge = 0
E_LUMO = 0.781 eV
HOMO-LUMO gap = 0.352 hartree
SMILES string = Cc1onnc1N
spin multiplicity = 1
DFT total energy = -9708.1266 eV